[1]
Entry from OMol25: C26H31AuN4OSe2Si as an isolated structure in a non-equilibrium geometry (ωB97M-V/def2-TZVPD).

Energy above the lowest of the compared OMol25 structures with the same formula, charge and spin, kJ/mol: 23.4
Total charge: 0
Orbital gap, eV: 6.55
Multiplicity: 1
E_HOMO, eV: -7.59

Geometry as XYZ:
```
66
C26H31AuN4OSe2Si (ωB97M-V/def2-TZVPD)
Au -0.491 -0.103 1.228
N -1.295 -2.170 2.586
C -1.488 -3.133 1.969
N -1.764 -4.149 1.183
C -2.654 -3.968 0.033
C -1.991 -4.520 -1.220
C -1.543 -5.963 -1.001
C -0.598 -6.057 0.195
C -1.263 -5.498 1.446
H -2.860 -2.904 -0.066
H -3.592 -4.501 0.234
H -1.132 -3.886 -1.461
H -2.690 -4.451 -2.055
H -1.062 -6.357 -1.897
H -2.423 -6.590 -0.814
H 0.308 -5.481 -0.015
H -0.293 -7.089 0.378
H -0.576 -5.453 2.290
H -2.109 -6.134 1.731
C -0.453 3.566 -4.908
C -0.676 2.201 -4.801
C -0.611 1.574 -3.564
C -0.325 2.286 -2.402
C -0.097 3.661 -2.535
C -0.161 4.298 -3.767
Si -0.048 1.523 -0.672
C -0.479 2.912 0.533
C 0.528 3.497 1.305
C 0.236 4.490 2.232
C -1.075 4.915 2.402
C -2.087 4.349 1.637
C -1.789 3.357 0.714
H -0.510 4.055 -5.873
H -0.905 1.619 -5.685
H -0.799 0.509 -3.503
H 0.130 4.257 -1.658
H 0.015 5.365 -3.833
H 1.430 1.367 -0.601
H 1.556 3.175 1.176
H 1.031 4.930 2.822
H -1.306 5.688 3.124
H -3.110 4.682 1.760
H -2.589 2.922 0.124
C 3.239 -3.862 0.810
C 1.996 -3.086 1.200
O 1.923 -1.818 0.572
H 3.272 -4.822 1.328
H 4.136 -3.299 1.068
H 3.253 -4.054 -0.265
H 1.986 -2.887 2.274
H 1.095 -3.668 0.975
H 1.614 -1.890 -0.340
Se -1.083 -0.509 -1.016
Se -0.844 1.587 4.153
N 0.237 0.752 3.027
C 1.484 0.944 3.429
C 2.655 0.460 2.761
C 3.858 0.762 3.298
C 3.986 1.542 4.503
C 2.904 2.019 5.157
C 1.603 1.734 4.627
N 0.467 2.156 5.161
H 2.551 -0.120 1.852
H 4.758 0.413 2.807
H 4.977 1.750 4.885
H 2.986 2.610 6.058
```

Charges per atom according to natural (NBO) partitioning, unit e:
1 Au 0.645
2 N -0.487
3 C 0.500
4 N -0.483
5 C -0.202
6 C -0.412
7 C -0.400
8 C -0.409
9 C -0.198
10 H 0.244
11 H 0.185
12 H 0.217
13 H 0.221
14 H 0.218
15 H 0.195
16 H 0.203
17 H 0.217
18 H 0.220
19 H 0.189
20 C -0.217
21 C -0.208
22 C -0.205
23 C -0.467
24 C -0.146
25 C -0.239
26 Si 1.070
27 C -0.493
28 C -0.229
29 C -0.216
30 C -0.224
31 C -0.235
32 C -0.150
33 H 0.207
34 H 0.205
35 H 0.214
36 H 0.198
37 H 0.206
38 H -0.189
39 H 0.218
40 H 0.214
41 H 0.213
42 H 0.213
43 H 0.211
44 C -0.633
45 C -0.060
46 O -0.746
47 H 0.208
48 H 0.212
49 H 0.203
50 H 0.178
51 H 0.153
52 H 0.492
53 Se -0.718
54 Se 1.079
55 N -0.771
56 C 0.211
57 C -0.251
58 C -0.175
59 C -0.201
60 C -0.200
61 C 0.071
62 N -0.604
63 H 0.269
64 H 0.220
65 H 0.220
66 H 0.231


[2]
Entry from OMol25: a 2-piece molecular cluster, C33H31NO8 overall in a non-equilibrium geometry (ωB97M-V/def2-TZVPD).

Total charge: 0
Orbital gap, eV: 3.20
Multiplicity: 1
E_HOMO, eV: -6.18

Geometry as XYZ:
```
73
C33H31NO8 (ωB97M-V/def2-TZVPD)
C 4.771 4.800 -1.157
O 4.668 3.495 -1.770
C 3.549 2.746 -1.592
C 3.485 1.525 -2.316
C 2.356 0.753 -2.273
C 1.226 1.130 -1.488
C 0.076 0.313 -1.529
C -1.252 0.691 -1.221
C -2.207 -0.354 -1.082
C -3.508 -0.102 -0.725
C -3.934 1.223 -0.550
O -5.279 1.397 -0.253
C -6.065 2.253 -1.037
C -7.025 1.667 -1.871
C -7.716 2.480 -2.770
C -7.505 3.865 -2.768
C -6.604 4.442 -1.864
C -5.885 3.633 -0.978
C -3.032 2.288 -0.670
C -1.723 2.028 -1.057
C 1.350 2.295 -0.679
C 2.463 3.114 -0.756
H 5.758 5.151 -1.466
H 3.992 5.476 -1.537
H 4.718 4.723 -0.063
H 4.357 1.248 -2.906
H 2.307 -0.160 -2.868
H 0.206 -0.711 -1.882
H -1.873 -1.381 -1.239
H -4.235 -0.903 -0.609
H -7.179 0.588 -1.840
H -8.431 2.028 -3.463
H -8.054 4.502 -3.466
H -6.448 5.523 -1.836
H -5.173 4.058 -0.270
H -3.353 3.310 -0.477
H -1.051 2.867 -1.228
H 0.544 2.535 0.013
H 2.498 4.038 -0.176
C -1.877 -4.589 3.336
C -1.097 -4.587 2.053
O -0.043 -3.608 2.245
C 0.646 -3.339 1.120
C 1.746 -2.353 1.259
C 1.791 -1.341 2.332
O 2.570 -0.381 2.406
O 0.867 -1.510 3.302
C 0.971 -0.507 4.354
C -0.023 -0.969 5.379
C 2.825 -2.430 0.345
C 3.833 -1.404 0.243
C 4.958 -1.547 -0.545
C 5.162 -2.738 -1.274
N 6.368 -2.925 -1.997
O 6.543 -3.998 -2.619
O 7.224 -2.010 -1.984
C 4.174 -3.743 -1.267
C 3.028 -3.572 -0.513
O 0.327 -3.891 0.063
H -2.757 -5.235 3.275
H -1.260 -4.949 4.164
H -2.217 -3.577 3.569
H -0.641 -5.564 1.845
H -1.723 -4.308 1.199
H 1.993 -0.465 4.755
H 0.710 0.478 3.941
H 0.061 -0.435 6.327
H -1.039 -0.814 5.003
H 0.111 -2.035 5.580
H 3.707 -0.502 0.831
H 5.708 -0.761 -0.591
H 4.317 -4.644 -1.859
H 2.247 -4.324 -0.561
```

Charges per atom according to Mulliken partitioning, unit e:
1 C -0.841
2 O -0.422
3 C 0.862
4 C -0.735
5 C -0.492
6 C 0.566
7 C -0.588
8 C 0.543
9 C -0.915
10 C -0.559
11 C 0.984
12 O -0.475
13 C 0.221
14 C -0.370
15 C -0.387
16 C -0.469
17 C -0.566
18 C -0.232
19 C -0.332
20 C -0.706
21 C -0.676
22 C -0.580
23 H 0.255
24 H 0.354
25 H 0.345
26 H 0.477
27 H 0.371
28 H 0.345
29 H 0.379
30 H 0.466
31 H 0.406
32 H 0.355
33 H 0.363
34 H 0.361
35 H 0.555
36 H 0.098
37 H 0.722
38 H 0.835
39 H 0.371
40 C -1.155
41 C -0.183
42 O -0.269
43 C 0.343
44 C -0.050
45 C 0.673
46 O -0.770
47 O -0.162
48 C -0.214
49 C -1.154
50 C 0.542
51 C -0.428
52 C -0.628
53 C -0.259
54 N 0.959
55 O -0.644
56 O -0.642
57 C -0.611
58 C -0.638
59 O -0.742
60 H 0.421
61 H 0.274
62 H 0.246
63 H 0.265
64 H 0.274
65 H 0.313
66 H 0.244
67 H 0.405
68 H 0.250
69 H 0.275
70 H 0.743
71 H 0.521
72 H 0.450
73 H 0.461


[3]
Entry from OMol25: C29H50BrNOP2Pb as an isolated structure in a non-equilibrium geometry (ωB97M-V/def2-TZVPD).

Energy above the lowest of the compared OMol25 structures with the same formula, charge and spin, kJ/mol: 77.4
Total charge: +2
Orbital gap (spin up / spin down), eV: 5.28 / 5.28
Multiplicity: 1
E_HOMO (spin up / spin down), eV: -12.98 / -12.96

Geometry as XYZ:
```
85
C29H50BrNOP2Pb (ωB97M-V/def2-TZVPD)
N 4.317 -1.513 7.485
C 2.994 -1.388 7.575
C 2.129 -1.843 6.570
C 2.695 -2.365 5.374
C 4.071 -2.670 5.401
C 4.853 -2.149 6.445
C 1.947 -2.359 4.096
Pb 1.288 -3.976 2.456
P -0.682 -4.280 -0.463
C 2.668 -2.327 2.835
C 2.315 -1.516 1.657
C 2.772 -1.990 0.399
C 2.684 -1.218 -0.734
C 1.981 0.091 -0.717
C 1.821 0.636 0.661
C 1.743 -0.215 1.732
Br 0.177 -0.223 -1.519
H 0.931 -1.951 4.202
H 3.615 -2.887 2.780
H 1.053 -1.785 6.726
H 4.519 -3.260 4.598
H 2.596 -0.890 8.466
H 5.942 -2.242 6.421
H 3.156 -3.028 0.367
H 1.325 0.060 2.713
H 2.968 -1.604 -1.721
H 1.668 1.719 0.751
P 2.817 1.239 -2.007
C -1.359 -3.236 0.958
C -2.192 -4.161 1.886
H -1.996 -2.429 0.540
H -0.527 -2.683 1.463
H -2.346 -3.703 2.874
H -3.191 -4.338 1.451
H -1.728 -5.152 2.039
C 1.051 -4.084 -1.105
C 1.271 -4.706 -2.494
H 1.722 -4.571 -0.372
H 1.282 -3.009 -1.115
H 2.338 -4.676 -2.750
H 0.956 -5.760 -2.499
H 0.729 -4.170 -3.284
C -1.578 -3.414 -1.848
C -2.677 -4.353 -2.407
H -0.888 -3.099 -2.648
H -2.016 -2.467 -1.478
H -3.279 -3.850 -3.183
H -2.252 -5.267 -2.849
H -3.370 -4.687 -1.621
C 1.904 2.676 -2.690
C 2.659 3.470 -3.761
H 1.658 3.319 -1.836
H 0.971 2.253 -3.080
H 3.548 3.983 -3.373
H 2.992 2.828 -4.581
H 1.985 4.221 -4.189
C 3.256 0.202 -3.446
C 4.620 -0.470 -3.500
H 3.152 0.872 -4.305
H 2.439 -0.525 -3.520
H 5.418 0.272 -3.605
H 4.820 -1.098 -2.629
H 4.656 -1.106 -4.392
C 4.254 2.001 -1.199
C 3.959 3.238 -0.337
H 4.932 2.260 -2.035
H 4.750 1.189 -0.629
H 4.868 3.498 0.215
H 3.684 4.108 -0.949
H 3.165 3.075 0.403
C -2.244 1.585 3.020
C -1.770 1.133 1.657
O -0.868 2.011 0.980
C -1.464 3.204 0.442
C -2.716 2.996 -0.401
H -1.451 2.006 3.640
H -2.647 0.708 3.532
H -3.057 2.316 2.942
H -1.222 0.191 1.726
H -2.632 0.985 0.992
H -1.694 3.877 1.290
H -0.660 3.669 -0.154
H -3.522 2.539 0.176
H -3.074 3.972 -0.734
H -2.520 2.384 -1.287
```

Charges per atom according to Mulliken partitioning, unit e:
1 N -0.532
2 C -0.354
3 C -0.499
4 C 0.551
5 C -0.307
6 C -0.441
7 C -0.473
8 Pb 0.921
9 P -0.193
10 C 0.046
11 C -0.282
12 C -0.134
13 C -1.606
14 C 1.075
15 C -1.232
16 C -1.172
17 Br 0.146
18 H 0.529
19 H 0.733
20 H 0.412
21 H 0.351
22 H 0.369
23 H 0.358
24 H 0.763
25 H 0.632
26 H 0.410
27 H 0.363
28 P 1.041
29 C 0.510
30 C -1.443
31 H 0.419
32 H -0.578
33 H 0.402
34 H 0.412
35 H 0.373
36 C 1.224
37 C -1.681
38 H 0.193
39 H -0.862
40 H 0.477
41 H 0.405
42 H 0.315
43 C -0.312
44 C -1.362
45 H 0.366
46 H 0.295
47 H 0.390
48 H 0.336
49 H 0.283
50 C -0.588
51 C -1.168
52 H 0.381
53 H 0.581
54 H 0.296
55 H 0.330
56 H 0.417
57 C -0.894
58 C -1.270
59 H 0.627
60 H 0.489
61 H 0.390
62 H 0.288
63 H 0.416
64 C -0.826
65 C -1.095
66 H 0.545
67 H 0.437
68 H 0.430
69 H 0.306
70 H 0.253
71 C -1.430
72 C 0.214
73 O -0.173
74 C -0.275
75 C -1.116
76 H 0.330
77 H 0.424
78 H 0.332
79 H -0.234
80 H 0.399
81 H 0.297
82 H 0.245
83 H 0.344
84 H 0.414
85 H 0.253


[4]
Entry from OMol25: C3H2NO3 as an isolated structure in a non-equilibrium geometry (ωB97M-V/def2-TZVPD).

Energy above the lowest of the compared OMol25 structures with the same formula, charge and spin, kJ/mol: 136.6
Total charge: -1
Orbital gap (spin up / spin down), eV: 5.61 / 6.02
Multiplicity: 3
E_HOMO (spin up / spin down), eV: -1.40 / -4.65

Geometry as XYZ:
```
9
C3H2NO3 (ωB97M-V/def2-TZVPD)
C -1.090 0.655 0.073
C 1.409 -0.042 0.003
C -0.126 -0.165 -0.592
N -1.060 -0.656 0.510
O 1.433 -0.125 1.198
O -1.877 1.574 0.074
O 2.265 0.147 -0.811
H -0.310 -0.576 -1.878
H -0.644 -0.813 1.425
```

Charges per atom according to natural (NBO) partitioning, unit e:
1 C 0.285
2 C 0.765
3 C -0.134
4 N -0.563
5 O -0.744
6 O -0.392
7 O -0.723
8 H 0.126
9 H 0.380


[5]
Entry from OMol25: C15H21BrClNO2 as an isolated structure in a non-equilibrium geometry (ωB97M-V/def2-TZVPD).

Energy above the lowest of the compared OMol25 structures with the same formula, charge and spin, kJ/mol: 54.7
Total charge: 0
Orbital gap, eV: 8.38
Multiplicity: 1
E_HOMO, eV: -7.82

Geometry as XYZ:
```
41
C15H21BrClNO2 (ωB97M-V/def2-TZVPD)
C -4.469 -2.510 -1.373
C -3.402 -1.574 -0.817
C -3.733 -0.152 -0.601
C -2.954 0.603 0.016
C -1.705 0.048 0.270
C -1.475 -1.207 0.222
C -2.386 -2.130 -0.252
H -2.017 -3.006 -0.703
Br 0.253 -1.678 0.593
O -0.725 0.870 1.055
C -0.580 2.493 0.857
C -0.392 2.731 -0.736
C 0.851 1.617 -1.376
C 2.252 2.244 -0.711
N 2.953 0.935 -0.536
C 4.007 1.147 0.616
C 4.695 -0.338 0.950
H 5.493 -0.099 1.624
O 5.205 -0.794 -0.289
C 4.002 -1.059 -1.002
C 3.380 0.217 -1.665
H 2.465 0.121 -2.082
H 4.183 0.914 -2.075
H 4.379 -1.606 -1.794
H 3.245 -1.534 -0.874
H 3.967 -0.724 1.419
H 3.729 1.515 1.378
H 4.907 1.950 -0.016
H 2.691 2.732 -1.381
H 2.183 2.713 0.234
H 0.795 2.023 -2.397
H 0.623 0.723 -1.156
H -1.181 2.504 -1.170
H -0.072 3.570 -0.724
H -1.363 2.844 1.250
H 0.424 2.681 1.461
Cl -3.574 2.250 0.166
H -4.868 0.145 -0.589
H -4.045 -3.041 -2.223
H -5.476 -1.846 -1.795
H -4.823 -3.290 -0.558
```

Charges per atom according to natural (NBO) partitioning, unit e:
1 C -0.624
2 C 0.012
3 C -0.226
4 C -0.030
5 C 0.211
6 C -0.124
7 C -0.243
8 H 0.230
9 Br 0.110
10 O -0.589
11 C 0.000
12 C -0.342
13 C -0.361
14 C -0.187
15 N -0.441
16 C -0.121
17 C -0.071
18 H 0.179
19 O -0.473
20 C -0.085
21 C -0.246
22 H 0.212
23 H 0.154
24 H 0.180
25 H 0.173
26 H 0.162
27 H 0.122
28 H 0.099
29 H 0.155
30 H 0.188
31 H 0.202
32 H 0.193
33 H 0.177
34 H 0.167
35 H 0.158
36 H 0.191
37 Cl -0.003
38 H 0.230
39 H 0.220
40 H 0.210
41 H 0.231


[6]
Entry from OMol25: a single C2H2Cl2N2 molecule in a non-equilibrium geometry (ωB97M-V/def2-TZVPD).

Energy above the lowest of the compared OMol25 structures with the same formula, charge and spin, kJ/mol: 457.3
Total charge: 0
Orbital gap (spin up / spin down), eV: 7.78 / 7.78
Multiplicity: 1
E_HOMO (spin up / spin down), eV: -8.83 / -8.84

Geometry as XYZ:
```
8
C2H2Cl2N2 (ωB97M-V/def2-TZVPD)
C 0.033 0.399 1.041
C 1.307 0.224 0.749
N -1.180 0.341 1.164
N -0.943 0.050 -1.608
Cl -0.625 -1.515 -2.249
Cl -2.048 0.111 -0.534
H 1.904 1.133 0.730
H 1.552 -0.742 0.706
```

Charges per atom according to natural (NBO) partitioning, unit e:
1 C 0.327
2 C -0.489
3 N -0.484
4 N -0.666
5 Cl 0.081
6 Cl 0.744
7 H 0.250
8 H 0.238


[7]
Entry from OMol25: a single C2H6N2O3 molecule in a non-equilibrium geometry (ωB97M-V/def2-TZVPD).

Energy above the lowest of the compared OMol25 structures with the same formula, charge and spin, kJ/mol: 167.5
SMILES string: NC(N)(O)C(=O)O
Total charge: 0
Orbital gap, eV: 10.84
Multiplicity: 1
E_HOMO, eV: -10.28

Geometry as XYZ:
```
13
C2H6N2O3 (ωB97M-V/def2-TZVPD)
N -0.109 0.106 -1.259
C -0.063 0.249 0.373
N 0.580 -0.815 0.942
O -1.411 0.386 0.833
C 0.775 1.435 0.626
O 1.020 1.764 1.725
O 1.134 2.128 -0.480
H -1.047 0.350 -1.566
H 0.011 -0.900 -1.255
H 1.257 -0.401 1.658
H 0.032 -1.627 1.180
H -1.872 1.181 0.525
H 0.999 1.634 -1.339
```

Charges per atom according to natural (NBO) partitioning, unit e:
1 N -0.904
2 C 0.428
3 N -0.857
4 O -0.720
5 C 0.734
6 O -0.550
7 O -0.695
8 H 0.361
9 H 0.374
10 H 0.416
11 H 0.398
12 H 0.482
13 H 0.533


[8]
Entry from OMol25: a 2-piece molecular cluster, C5H15N2 overall in a non-equilibrium geometry (ωB97M-V/def2-TZVPD).

Energy above the lowest of the compared OMol25 structures with the same formula, charge and spin, kJ/mol: 537.9
Total charge: +1
Orbital gap, eV: 5.37
Multiplicity: 1
E_HOMO, eV: -12.77

Geometry as XYZ:
```
22
C5H15N2 (ωB97M-V/def2-TZVPD)
C 1.080 0.288 0.653
C 0.668 0.875 -0.691
C -0.006 -0.063 -1.601
C -1.626 0.003 -1.709
C -1.926 1.489 -1.930
N 0.030 -1.495 3.551
N 2.254 -0.615 0.457
H 1.238 0.985 1.424
H 0.339 -0.305 1.155
H 0.519 -2.358 3.185
H 1.384 1.560 -1.001
H 0.101 -1.056 -1.231
H 0.421 0.066 -2.592
H -2.052 -0.848 -2.318
H -1.840 -0.233 -0.720
H -2.900 1.662 -1.551
H -1.025 1.732 -1.222
H -0.972 -1.659 3.813
H -1.796 1.925 -2.914
H 0.557 -0.942 4.290
H 2.743 -0.101 -0.267
H 2.811 -0.910 1.219
```

Charges per atom according to natural (NBO) partitioning, unit e:
1 C -0.373
2 C 0.407
3 C -0.559
4 C -0.299
5 C -0.529
6 N -1.152
7 N -0.792
8 H 0.234
9 H 0.251
10 H 0.384
11 H 0.203
12 H 0.303
13 H 0.273
14 H 0.255
15 H 0.208
16 H 0.242
17 H 0.161
18 H 0.388
19 H 0.243
20 H 0.388
21 H 0.352
22 H 0.411